No. 1
An isolated molecule of C4H5Cl2NS, computed with ωB97M-V/def2-TZVPD.

Its charge is 0. Its spin multiplicity is 1. Its LUMO energy is 0.236 eV.

CARTESIAN COORDINATES (ANGSTROEM)
1 C 1.8514 1.3211 1.6413
2 C 0.5654 0.5740 1.3336
3 N 0.6135 -0.8759 1.3308
4 C 0.1550 -1.1239 0.1036
5 S -0.4875 -2.3888 -0.7263
6 C -0.0028 0.3739 -0.1235
7 Cl -1.7660 0.6883 -0.0250
8 Cl 0.6471 1.2959 -1.4253
9 H 2.1025 0.9853 2.6834
10 H 1.7340 2.4113 1.4897
11 H 2.6532 0.9986 1.0145
12 H -0.2451 0.8899 1.9719
13 H 0.8676 -1.5352 2.0714

=====

No. 2
An isolated molecule of C4H5Cl2NS, computed with ωB97M-V/def2-TZVPD.

Its charge is 0. Its spin multiplicity is 1. Its LUMO energy (alpha / beta) is 0.284 / 0.284 eV.

CARTESIAN COORDINATES (ANGSTROEM)
1 C 2.7863 -0.8517 0.1524
2 C 2.9998 0.4639 0.1699
3 C 0.6098 -0.6944 1.0135
4 C -0.4627 0.6831 -0.6412
5 N 0.4431 0.5349 0.4791
6 S 1.6815 1.6037 0.7614
7 Cl 3.7039 -2.1742 -0.3200
8 Cl 4.2940 1.3802 -0.3848
9 H -0.1892 -1.4811 0.8736
10 H 0.9068 -0.6260 2.0107
11 H -0.0477 0.3178 -1.5475
12 H -1.4212 0.1306 -0.3225
13 H -0.5867 1.7877 -0.6713

=====

No. 3
The ion C4H5Cl2OP with charge +2, computed with ωB97M-V/def2-TZVPD.

Its charge is +2. Its spin multiplicity is 1. Its LUMO energy (alpha / beta) is -12.159 / -12.160 eV.

CARTESIAN COORDINATES (ANGSTROEM)
1 C 0.1350 1.0960 -0.8686
2 C 1.2351 0.2697 -1.2111
3 C -1.1625 -0.1200 0.8332
4 C -2.4394 -0.0046 1.2599
5 O -0.8410 0.9431 -0.0665
6 P 2.0690 -0.9088 -0.3450
7 Cl 3.7431 -1.6725 -1.0870
8 Cl 1.9594 -1.1279 1.5906
9 H -0.1096 1.9352 -1.6094
10 H 1.8507 0.6620 -2.0495
11 H -0.5050 -1.0678 1.0245
12 H -2.9533 -0.6891 1.8042
13 H -2.9814 0.6846 0.7247

=====

No. 4
An isolated molecule of C4H5Cl3O, computed with ωB97M-V/def2-TZVPD.

Its charge is 0. Its spin multiplicity is 1. Its LUMO energy is 0.628 eV.

CARTESIAN COORDINATES (ANGSTROEM)
1 C 0.1238 -0.7594 1.4387
2 C -0.0414 0.2522 0.3519
3 O -0.2325 1.3986 0.8877
4 C 0.7039 0.0873 -0.9934
5 Cl 1.2228 1.6068 -1.6183
6 C -0.8847 -0.1767 -1.1466
7 Cl -1.8436 1.1043 -1.8367
8 Cl -1.3853 -1.7980 -1.5125
9 H -0.2769 -0.4360 2.4287
10 H 1.2214 -0.9541 1.5851
11 H -0.3344 -1.7046 1.1617
12 H 0.2282 2.0797 0.3294
13 H 1.4987 -0.7001 -1.0756

=====

No. 5
A cluster of 2 separate species, C4H5Cl4NO in total, computed with ωB97M-V/def2-TZVPD.

Its charge is 0. Its spin multiplicity is 1. Its LUMO energy is 0.267 eV.

CARTESIAN COORDINATES (ANGSTROEM)
1 C 1.4855 -1.4282 1.1573
2 C -0.4944 1.7894 -1.7761
3 C 2.2045 -0.5560 0.4388
4 C -1.6785 0.5397 0.0391
5 N -1.2742 0.7804 -1.3279
6 O -1.7083 -0.8599 0.3369
7 Cl 1.0276 -2.8489 0.3125
8 Cl 0.1328 2.7639 -0.5793
9 Cl 2.2793 -0.7111 -1.3067
10 Cl 2.6792 0.9484 1.0257
11 H 1.6020 -1.5370 2.2730
12 H -0.8873 1.0462 0.8404
13 H -2.6501 0.8859 0.3392
14 H -1.8891 0.3965 -1.9767
15 H -0.8289 -1.2094 0.2038

=====

No. 6
A cluster of 2 separate species, C4H5ClF2 in total, computed with ωB97M-V/def2-TZVPD.

Its charge is 0. Its spin multiplicity is 1. Its LUMO energy is -0.640 eV.

CARTESIAN COORDINATES (ANGSTROEM)
1 C 0.0756 -0.4783 -1.1434
2 C 1.0353 -0.7701 -0.2952
3 C -2.2841 1.3640 -0.5687
4 C 1.2554 -0.0641 1.0396
5 F 1.9645 -1.7011 -0.6088
6 F -1.9541 2.2607 0.3147
7 Cl -3.1888 0.1470 0.1468
8 H -0.6248 0.2029 -0.7986
9 H -0.1836 -1.0890 -1.9790
10 H 1.7653 -0.8325 1.6804
11 H 0.3120 0.2166 1.2937
12 H 1.8273 0.7439 0.9186

=====

No. 7
An isolated molecule of C4H5ClF2OS, computed with ωB97M-V/def2-TZVPD.

Its charge is 0. Its spin multiplicity is 1. Its LUMO energy (alpha / beta) is -0.446 / -0.136 eV.

CARTESIAN COORDINATES (ANGSTROEM)
1 C -1.2388 0.6016 -0.5353
2 C -2.3681 -0.4812 0.1974
3 C 1.5032 -0.7820 0.2062
4 C 1.4147 0.5938 -0.4130
5 O -0.0354 1.1375 1.7593
6 F -1.7952 1.2511 -1.5571
7 F -1.9028 -1.2001 1.1975
8 S 0.0057 1.5500 0.3672
9 Cl -3.6997 -1.0571 -0.6273
10 H 1.4699 -0.6914 1.2902
11 H 0.6716 -1.4050 -0.1077
12 H 2.4361 -1.2657 -0.0756
13 H 1.2255 0.5705 -1.4842
14 H 2.3132 1.1780 -0.2178

=====

No. 8
An isolated molecule of C4H5ClFN, computed with ωB97M-V/def2-TZVPD.

Its charge is 0. Its spin multiplicity is 1. Its LUMO energy is 0.889 eV.

CARTESIAN COORDINATES (ANGSTROEM)
1 C -1.9530 -1.6066 -0.1855
2 C -1.4773 -0.5455 0.1021
3 C -0.7717 0.7452 0.3721
4 N -0.8825 1.8095 -0.5530
5 C 0.7065 0.4595 0.5486
6 F 0.9143 -0.3247 1.6469
7 Cl 1.3900 -0.4363 -0.9108
8 H -2.3903 -2.5246 -0.4727
9 H -1.0010 1.1150 1.3961
10 H -1.8691 1.9856 -0.6370
11 H -0.6849 1.3774 -1.4167
12 H 1.2365 1.4034 0.6394